1.
The following is a DFT calculation (ωB97M-V with the def2-TZVPD basis set) of a cluster of 5 separate species, C5H20O5 in total in a non-equilibrium geometry.

```
! wB97M-V def2-TZVPD RIJCOSX def2/J DEFGRID3
* xyz 1 2
C -2.563 2.111 -1.309
O -1.742 2.131 -2.413
H -2.127 2.451 -0.370
H -3.353 2.832 -1.518
H -3.026 1.132 -1.182
H -1.148 1.377 -2.421
C 4.788 0.396 -0.269
O 3.430 0.844 -0.381
H 5.345 0.987 0.458
H 4.877 -0.659 -0.011
H 5.346 0.453 -1.203
H 3.420 1.370 -1.183
C -3.192 -2.629 -1.695
O -3.085 -4.032 -1.591
H -2.292 -2.157 -2.089
H -4.080 -2.370 -2.272
H -3.309 -2.256 -0.677
H -3.942 -4.448 -1.471
C 0.270 -0.617 -0.099
O 0.289 0.709 0.527
H 1.046 -1.274 0.294
H -0.727 -1.031 0.054
H 0.577 -0.479 -1.135
H 1.164 1.011 0.273
C 0.866 0.560 3.866
O -0.009 1.524 3.206
H 0.773 -0.481 3.555
H 1.920 0.830 3.817
H 0.615 0.525 4.926
H -0.129 1.191 2.313
*
```

Computed properties:
Energy relative to the best compared isomer or geometry (same formula, charge and spin) in kJ/mol: 104.5
Maximum force in hartree/bohr: 0.0683
Highest occupied orbital energy (spin up / spin down) in Ha: -0.45782 / -0.45782
DFT total energy in eV: -15734.1073
Orbital gap (spin up / spin down) in eV: 9.3 / 2.3

2.
The following is a DFT calculation (ωB97M-V with the def2-TZVPD basis set) of an isolated molecule of C9H13NO3 in a non-equilibrium geometry.

```
! wB97M-V def2-TZVPD RIJCOSX def2/J DEFGRID3
* xyz 0 1
N 1.099 -1.163 -2.066
C -0.407 -1.252 -1.961
C -1.258 -0.616 -0.591
C -1.314 -1.417 0.761
C -0.134 -1.222 1.811
O 0.969 -0.919 1.565
O -0.494 -1.648 3.047
C -1.269 0.938 -0.542
C 0.059 1.422 -0.082
C 1.210 1.734 -0.660
C 2.085 2.260 0.357
C 1.317 2.362 1.416
O 0.109 1.868 1.185
H 1.531 -2.014 -2.285
H 1.388 -1.111 -1.039
H -0.844 -2.258 -1.765
H -0.769 -0.858 -2.885
H -2.179 -0.640 -1.132
H -2.252 -1.065 1.236
H -1.444 -2.441 0.617
H 0.287 -1.435 3.621
H -1.633 1.202 -1.587
H -2.048 1.352 0.012
H 1.403 1.550 -1.715
H 3.161 2.573 0.237
H 1.426 2.800 2.442
*
```

Computed properties:
Energy relative to the best compared isomer or geometry (same formula, charge and spin) in kJ/mol: 254.5
Maximum force in hartree/bohr: 0.0819
Highest occupied orbital energy in Ha: -0.30453
Structure (SMILES): NC[C@@H](CC(=O)O)Cc1ccco1
DFT total energy in eV: -17174.1266
Orbital gap in eV: 9.0

3.
The following is a DFT calculation (ωB97M-V with the def2-TZVPD basis set) of a structure of composition C63H59BN4O3P2S3Tl in a non-equilibrium geometry.

```
! wB97M-V def2-TZVPD RIJCOSX def2/J DEFGRID3
* xyz 1 1
Tl 0.573 -0.802 -0.723
O -2.268 -0.211 0.409
S -1.589 1.004 0.976
C -2.735 2.336 0.598
C -3.922 2.441 1.282
C -4.813 3.513 1.101
C -4.459 4.501 0.225
C -5.103 5.820 -0.112
C -4.278 6.377 -1.298
C -3.134 5.410 -1.460
C -2.073 5.390 -2.320
C -1.187 4.302 -2.262
C -1.311 3.253 -1.369
P -0.078 1.903 -1.599
C -0.349 1.377 -3.325
C -1.552 1.575 -3.994
C -1.726 1.060 -5.270
C -0.708 0.347 -5.881
C 0.490 0.135 -5.215
C 0.662 0.632 -3.935
C 1.479 2.865 -1.703
C 2.064 3.253 -0.499
C 3.263 3.945 -0.489
C 3.888 4.266 -1.686
C 3.309 3.893 -2.889
C 2.108 3.198 -2.900
C -2.392 3.265 -0.428
C -3.284 4.354 -0.541
C -1.831 0.901 2.761
C -1.893 2.064 3.492
C -2.118 2.080 4.879
C -2.325 0.887 5.514
C -2.631 0.554 6.951
C -2.793 -0.988 6.977
C -2.481 -1.433 5.573
C -2.401 -2.675 5.011
C -1.969 -2.773 3.677
C -1.684 -1.681 2.881
P -0.776 -2.095 1.342
C 0.601 -3.125 2.021
C 0.563 -4.504 2.218
C 1.694 -5.174 2.659
C 2.873 -4.482 2.897
C 2.921 -3.110 2.699
C 1.789 -2.435 2.265
C -1.790 -3.302 0.456
C -1.129 -4.198 -0.386
C -1.855 -5.098 -1.148
C -3.238 -5.118 -1.055
C -3.899 -4.210 -0.241
C -3.180 -3.288 0.503
C -1.900 -0.365 3.399
C -2.230 -0.304 4.770
H -4.167 1.680 2.011
H -5.740 3.543 1.658
H -5.034 6.482 0.754
H -6.161 5.717 -0.353
H -3.914 7.386 -1.100
H -4.870 6.420 -2.214
H -1.912 6.174 -3.049
H -0.369 4.276 -2.971
H -2.353 2.123 -3.515
H -2.661 1.220 -5.792
H -0.857 -0.065 -6.871
H 1.283 -0.431 -5.685
H 1.593 0.444 -3.410
H 1.575 2.998 0.433
H 3.720 4.230 0.450
H 4.826 4.806 -1.688
H 3.790 4.151 -3.823
H 1.671 2.913 -3.848
H -1.797 3.007 2.969
H -2.159 3.025 5.406
H -3.532 1.064 7.294
H -1.812 0.879 7.595
H -3.810 -1.274 7.253
H -2.118 -1.457 7.693
H -2.611 -3.572 5.579
H -1.834 -3.762 3.256
H -0.341 -5.062 2.008
H 1.654 -6.245 2.810
H 3.752 -5.014 3.235
H 3.841 -2.566 2.873
H 1.819 -1.361 2.115
H -0.050 -4.191 -0.439
H -1.340 -5.768 -1.824
H -3.804 -5.843 -1.627
H -4.980 -4.223 -0.188
H -3.688 -2.551 1.112
C -4.703 -0.966 -3.453
C -3.597 -1.912 -3.807
C -3.770 -2.931 -4.738
C -2.702 -3.797 -4.917
N -1.560 -3.669 -4.257
C -1.471 -2.621 -3.431
S 0.102 -2.446 -2.708
N -2.438 -1.747 -3.173
H -5.587 -1.143 -4.063
H -4.373 0.066 -3.572
H -4.955 -1.099 -2.400
H -4.692 -3.049 -5.288
H -2.754 -4.632 -5.609
C 5.763 -0.495 -2.278
C 5.146 -1.534 -1.349
C 6.234 -2.185 -0.515
O 4.238 -0.805 -0.462
B 2.976 -1.091 -0.839
O 2.883 -2.032 -1.804
C 4.205 -2.563 -2.084
C 4.378 -2.632 -3.592
C 4.223 -3.969 -1.493
H 6.347 0.211 -1.689
H 4.991 0.063 -2.808
H 6.422 -0.969 -3.004
H 6.866 -1.419 -0.066
H 6.860 -2.811 -1.151
H 5.811 -2.794 0.281
H 4.238 -1.655 -4.052
H 3.623 -3.303 -3.998
H 5.367 -3.011 -3.849
H 4.000 -3.945 -0.425
H 5.183 -4.457 -1.650
H 3.445 -4.553 -1.983
C 4.177 0.797 3.447
N 3.518 2.073 3.610
C 4.003 3.187 4.272
C 3.063 4.146 4.202
N 2.002 3.609 3.493
C 2.273 2.327 3.137
S 1.281 1.264 2.314
H 5.184 0.854 3.852
H 4.218 0.533 2.389
H 3.617 0.019 3.968
H 4.970 3.194 4.741
H 3.057 5.145 4.595
H 1.132 4.068 3.289
*
```

Computed properties:
Energy relative to the best compared isomer or geometry (same formula, charge and spin) in kJ/mol: 277.0
Maximum force in hartree/bohr: 0.0250
Highest occupied orbital energy in Ha: -0.34666
DFT total energy in eV: -134842.9276
Orbital gap in eV: 6.8

4.
The following is a DFT calculation (ωB97M-V with the def2-TZVPD basis set) of an isolated molecule of C5H7NS in a non-equilibrium geometry.

```
! wB97M-V def2-TZVPD RIJCOSX def2/J DEFGRID3
* xyz 0 1
C -0.253 1.970 0.160
C -0.743 0.823 -0.321
C -0.395 -0.591 -0.040
C -1.244 -1.573 -0.414
C 0.818 -0.692 0.907
N 2.083 -0.294 0.810
S 2.809 -0.079 -0.549
H 0.476 1.878 0.858
H -0.829 2.904 -0.062
H -1.723 0.912 -0.783
H -1.061 -2.644 -0.158
H -2.307 -1.429 -0.918
H 0.528 -1.105 1.874
H 1.843 -0.080 -1.365
*
```

Computed properties:
Energy relative to the best compared isomer or geometry (same formula, charge and spin) in kJ/mol: 321.6
Maximum force in hartree/bohr: 0.1258
Highest occupied orbital energy in Ha: -0.31703
Structure (SMILES): C=CC(=C)/C=N\S
DFT total energy in eV: -17620.3122
Orbital gap in eV: 8.8

5.
The following is a DFT calculation (ωB97M-V with the def2-TZVPD basis set) of the ion C3H8NOS2 with charge +1 in a non-equilibrium geometry.

```
! wB97M-V def2-TZVPD RIJCOSX def2/J DEFGRID3
* xyz 1 1
C -1.658 -0.007 0.495
C -0.387 -0.779 -0.066
C 1.912 -0.118 0.097
N -2.292 0.875 -0.456
O 0.711 0.065 -0.284
S 2.922 1.248 -0.168
S 2.598 -1.647 0.548
H -2.238 -0.824 0.932
H -1.468 0.670 1.321
H -0.027 -1.527 0.732
H -0.674 -1.273 -1.080
H -2.954 0.697 -1.238
H -2.412 1.858 -0.166
H 2.143 1.879 -1.213
H 3.825 -1.115 0.545
*
```

Computed properties:
Energy relative to the best compared isomer or geometry (same formula, charge and spin) in kJ/mol: 158.8
Maximum force in hartree/bohr: 0.0582
Highest occupied orbital energy in Ha: -0.46356
DFT total energy in eV: -28440.0045
Orbital gap in eV: 7.4

6.
The following is a DFT calculation (ωB97M-V with the def2-TZVPD basis set) of a structure of composition AsF6H20O10 in a non-equilibrium geometry.

```
! wB97M-V def2-TZVPD RIJCOSX def2/J DEFGRID3
* xyz -2 2
As 18.242 -14.737 -3.741
F 19.149 -16.175 -4.066
F 17.355 -15.521 -2.457
F 17.528 -13.144 -3.331
F 19.160 -13.926 -5.093
F 16.948 -15.279 -4.883
F 19.557 -14.451 -2.520
O 15.550 -13.521 -5.909
H 15.526 -13.360 -6.853
H 16.400 -13.936 -5.759
O 15.846 -11.768 -1.888
H 15.729 -12.199 -1.041
H 16.530 -12.278 -2.323
O 13.769 -15.655 -6.006
H 14.502 -15.094 -5.753
H 13.199 -15.087 -6.525
O 20.198 -10.959 -5.344
H 19.476 -11.513 -5.047
H 20.704 -10.779 -4.552
O 18.895 -15.812 0.145
H 19.596 -16.456 0.254
H 18.729 -15.796 -0.797
O 16.053 -18.425 -2.315
H 15.957 -17.489 -2.142
H 16.986 -18.598 -2.188
O 14.601 -15.792 -1.832
H 15.485 -15.552 -1.554
H 14.136 -14.958 -1.901
O 21.007 -17.893 -3.686
H 20.347 -18.585 -3.732
H 20.501 -17.086 -3.588
O 21.254 -12.866 -7.801
H 21.195 -12.795 -6.848
H 20.816 -12.081 -8.127
O 22.246 -15.395 -6.134
H 21.310 -15.266 -5.984
H 22.640 -15.332 -5.264
*
```

Computed properties:
Energy relative to the best compared isomer or geometry (same formula, charge and spin) in kJ/mol: 71.5
Maximum force in hartree/bohr: 0.0533
Highest occupied orbital energy (spin up / spin down) in Ha: 0.07190 / -0.20137
DFT total energy in eV: -97947.6271
Orbital gap (spin up / spin down) in eV: 3.4 / 10.6

Computed values of M (unit: g/mol) for the preceding records, in sequence: 160.21 183.21 1293.53 113.18 138.24 369.06.